An isolated molecule of C22H26N4O3S, computed with the ωB97M-V functional and the def2-TZVPD basis.

Calculated values
* HOMO-LUMO gap: 8.8 eV
* LUMO: 0.341 eV
* net charge: 0
* energy above the lowest of the compared OMol25 structures with the same formula, charge and spin: 6.1 kJ/mol
* electronic energy: -1696.97237 hartree
* SMILES: NCCCNC(=O)Cn1c(=O)c2c3c(sc2n(Cc2ccccc2)c1=O)CCCC3
* highest occupied orbital energy: -8.4 eV

Bonds (Å) are listed after each position.
Geometry (Å):
1 N 5.7410 -0.7955 -1.1175  C2 1.446, H31 1.015, H32 1.015
2 C 4.6610 0.1254 -1.3947  N1 1.446, C3 1.543, H33 1.092, H34 1.096
3 C 4.6100 1.3872 -0.5080  C2 1.543, C4 1.531, H35 1.093, H36 1.093
4 C 4.5202 1.0677 0.9865  C3 1.531, N5 1.445, H37 1.092, H38 1.095
5 N 3.3309 0.3183 1.3198  C4 1.445, C6 1.346, H39 1.007
6 C 3.3593 -1.0130 1.5196  N5 1.346, O7 1.212, C8 1.529
7 O 4.3844 -1.6561 1.5888  C6 1.212
8 C 2.0015 -1.6835 1.7318  C6 1.529, N9 1.453, H40 1.093, H41 1.093
9 N 0.8595 -0.9124 1.2703  C8 1.453, C10 1.405, C25 1.383
10 C 0.7453 -0.7654 -0.1222  N9 1.405, O11 1.212, C12 1.442
11 O 1.5878 -1.2392 -0.8537  C10 1.212
12 C -0.4172 -0.0146 -0.5258  C10 1.442, C13 1.430, C16 1.378
13 C -0.8257 0.3308 -1.8521  C12 1.430, C14 1.355, C30 1.493
14 C -1.9812 1.0376 -1.8677  C13 1.355, S15 1.752, C27 1.489
15 S -2.6271 1.3003 -0.2605  C14 1.752, C16 1.726
16 C -1.2961 0.4462 0.4298  C12 1.378, S15 1.726, N17 1.361
17 N -1.1112 0.2612 1.7658  C16 1.361, C18 1.455, C25 1.382
18 C -2.1081 0.7290 2.7175  N17 1.455, C19 1.507, H42 1.094, H43 1.094
19 C -3.3632 -0.1013 2.6381  C18 1.507, C20 1.387, C24 1.390
20 C -4.5845 0.4763 2.3227  C19 1.387, C21 1.384, H44 1.080
21 C -5.7241 -0.3048 2.2371  C20 1.384, C22 1.384, H45 1.080
22 C -5.6492 -1.6688 2.4588  C21 1.384, C23 1.385, H46 1.080
23 C -4.4322 -2.2509 2.7735  C22 1.385, C24 1.383, H47 1.080
24 C -3.2942 -1.4707 2.8646  C19 1.390, C23 1.383, H48 1.080
25 C -0.0163 -0.4426 2.2315  N9 1.383, N17 1.382, O26 1.212
26 O 0.1649 -0.6187 3.4166  C25 1.212
27 C -2.6720 1.5389 -3.0874  C14 1.489, C28 1.531, H49 1.095, H50 1.093
28 C -1.6953 1.5100 -4.2655  C27 1.531, C29 1.527, H51 1.092, H52 1.091
29 C -0.9723 0.1659 -4.3234  C28 1.527, C30 1.527, H53 1.092, H54 1.090
30 C -0.0783 -0.0138 -3.0982  C13 1.493, C29 1.527, H55 1.094, H56 1.091
31 H 6.6254 -0.3026 -1.0474  N1 1.015
32 H 5.5774 -1.2856 -0.2435  N1 1.015
33 H 3.7238 -0.4288 -1.3072  C2 1.092
34 H 4.7604 0.4526 -2.4360  C2 1.096
35 H 3.7497 1.9921 -0.8058  C3 1.093
36 H 5.5125 1.9816 -0.6716  C3 1.093
37 H 5.3703 0.4542 1.2940  C4 1.092
38 H 4.5265 1.9950 1.5684  C4 1.095
39 H 2.4474 0.7855 1.1955  N5 1.007
40 H 1.8730 -1.8687 2.8011  C8 1.093
41 H 2.0327 -2.6377 1.1989  C8 1.093
42 H -1.6525 0.6409 3.7079  C18 1.094
43 H -2.3261 1.7796 2.5038  C18 1.094
44 H -4.6446 1.5403 2.1447  C20 1.080
45 H -6.6707 0.1535 1.9929  C21 1.080
46 H -6.5377 -2.2783 2.3884  C22 1.080
47 H -4.3700 -3.3140 2.9514  C23 1.080
48 H -2.3456 -1.9204 3.1200  C24 1.080
49 H -3.5364 0.9024 -3.3051  C27 1.095
50 H -3.0477 2.5516 -2.9232  C27 1.093
51 H -0.9600 2.3081 -4.1464  C28 1.092
52 H -2.2404 1.6879 -5.1935  C28 1.091
53 H -1.7114 -0.6371 -4.3563  C29 1.092
54 H -0.3676 0.1044 -5.2288  C29 1.090
55 H 0.7988 0.6364 -3.1713  C30 1.094
56 H 0.2948 -1.0363 -3.0270  C30 1.091